Computed, not measured: C32H61AsCuF12N3O13 as an isolated structure in a non-equilibrium geometry, with wB97M-V/def2-TZVPD.

Values from the calculation:
- frontier orbital gap (alpha / beta) (eV) = 6.4 / 2.8
- 2S+1 = 2
- charge = +1
- F_max (eV/Å) = 7.1
- expectation value of S² = 0.752
- electronic energy (hartree) = -7472.4731

XYZ file:
```
123
Properties=species:S:1:pos:R:3:forces:R:3
Cu -1.974173 -3.682461 -1.069625 -1.0 2.0 -0.6
As -0.046753 -0.268001 0.568625 2.4 0.1 1.8
F 0.505187 -1.049531 2.088625 -0.7 0.4 -1.4
F -0.773523 -1.859511 -0.070745 0.2 0.7 1.0
F -0.641513 0.377949 -0.936145 0.4 0.1 0.7
F 0.722507 1.324419 1.129455 -1.5 -2.7 -1.4
F 1.533037 -0.861801 -0.134775 -2.2 0.9 0.6
F -1.549453 0.095559 1.456755 0.8 -0.2 -1.1
C -0.575993 -0.467231 5.280635 -0.1 1.5 0.8
C -0.791243 1.015469 5.602415 -1.1 4.9 0.4
N -1.042153 2.192059 5.792105 1.5 -6.9 -1.1
H 0.432647 -0.663801 4.917155 0.0 0.4 -0.2
H -1.326863 -0.773071 4.552115 0.1 0.0 0.0
H -0.687353 -1.022881 6.211735 -0.2 0.0 0.0
C -3.788663 1.808139 3.869445 -0.1 0.3 -0.1
C -4.506843 3.064019 3.987405 -0.9 1.1 0.0
N -5.112933 4.043049 4.074985 0.5 -0.8 -0.1
H -2.893563 1.984749 3.273025 0.2 -0.2 0.3
H -4.424113 1.098989 3.338965 0.0 -0.1 0.2
H -3.567993 1.490019 4.888365 0.3 -0.3 -0.3
C -0.080213 3.991799 2.076695 -0.1 -1.3 -0.1
C -0.126713 5.371879 2.397815 -0.5 -2.1 -0.4
N -0.027003 6.450989 2.684795 0.2 3.6 0.8
H 0.477087 3.513309 2.882035 0.4 -0.2 -0.4
H 0.373687 3.894029 1.090535 0.2 -0.4 0.2
H -1.036733 3.469269 2.065085 -0.2 0.4 -0.1
C -3.868513 -0.833921 -1.899375 0.0 -0.5 1.6
O -3.410943 -1.788131 -0.828415 0.5 0.2 -1.1
C -4.047373 -1.639311 0.463685 -0.8 0.8 -1.0
C -3.481063 -2.568031 1.547735 1.5 0.3 -1.2
O -3.024133 -3.748381 0.835635 0.7 -0.4 -1.1
C -2.754623 -4.863741 1.666515 0.2 -1.6 0.6
C -1.710513 -4.685651 2.754895 0.2 0.0 -1.3
O -0.477233 -4.461731 2.031975 -0.9 0.4 1.0
C 0.640717 -4.166671 2.893805 0.0 -0.1 -0.5
H -3.840603 0.188619 -1.522875 -0.1 -0.1 0.3
H -4.882823 -1.099291 -2.197455 0.0 0.0 0.1
H -3.229863 -0.812021 -2.782405 0.4 -0.7 0.4
H -5.108713 -1.853401 0.337815 -0.2 -0.2 -0.1
H -3.994443 -0.569591 0.666165 0.3 -0.1 0.8
H -4.202123 -2.900781 2.294355 -0.2 0.3 -0.1
H -2.582763 -2.163701 2.014275 -0.2 0.3 0.1
H -2.385313 -5.690461 1.059675 0.1 0.2 -0.6
H -3.692733 -5.268321 2.046465 -0.2 0.4 0.4
H -1.679703 -5.596371 3.353015 0.1 -0.3 -0.1
H -2.072423 -3.918381 3.439305 0.8 0.6 0.1
H 1.429237 -3.696001 2.306605 -0.3 0.2 -0.1
H 1.070307 -5.099341 3.259445 -0.2 0.0 0.4
H 0.330657 -3.475691 3.677715 0.2 -0.1 0.1
C -5.268693 -4.604961 -1.291125 -0.3 0.5 1.9
O -4.085563 -4.195991 -1.970975 -0.7 -1.0 0.4
C -4.140433 -4.661261 -3.336995 2.0 1.6 0.5
C -3.184473 -3.632081 -4.022265 -1.9 -0.9 -0.4
O -1.991233 -3.583561 -3.299715 2.1 -0.4 0.9
C -0.917003 -2.770291 -3.908065 -0.1 0.2 0.1
C 0.431777 -3.055501 -3.243645 -0.3 -0.1 0.8
O 0.189667 -3.427811 -1.883035 -1.5 -0.5 0.1
C 1.365977 -3.886781 -1.235375 -0.1 -0.1 0.5
H -5.464663 -5.671841 -1.183975 0.3 -0.3 -1.0
H -6.144043 -4.060211 -1.644815 0.0 -0.2 -0.4
H -5.183663 -4.334281 -0.238695 0.3 0.4 -0.1
H -5.164153 -4.591091 -3.704645 0.2 -0.1 -0.2
H -3.717553 -5.665801 -3.323515 -0.3 -0.1 -0.5
H -3.635683 -2.640231 -3.994835 -0.2 0.0 -0.2
H -3.052943 -3.958651 -5.053845 0.4 0.2 -0.1
H -1.205303 -1.724651 -3.800275 0.0 0.0 0.2
H -0.835403 -2.944431 -4.980965 -0.3 -0.3 0.0
H 1.062527 -2.167641 -3.199515 -0.2 0.3 -0.4
H 1.035347 -3.836321 -3.706395 -0.3 -0.2 -0.3
H 1.687797 -4.807041 -1.722875 0.5 0.2 -0.2
H 1.117567 -4.153271 -0.208065 -0.1 0.3 0.0
H 2.072637 -3.056971 -1.223725 0.3 -0.4 0.0
C 3.094197 1.185079 6.093175 -0.6 -0.9 -0.2
O 2.708437 0.548519 4.855695 0.2 0.7 1.0
C 2.385317 1.436169 3.818565 -0.5 -0.4 -1.6
C 3.546427 2.341949 3.440935 0.4 0.0 2.0
O 3.599697 2.616379 2.090615 -0.3 -0.1 -0.8
C 4.552867 3.522349 1.553165 0.9 0.2 1.7
C 4.052927 4.951589 1.539235 -0.5 -0.2 0.2
O 4.008247 5.492609 2.892395 0.4 -3.0 -1.3
C 3.640027 6.810389 3.130235 -0.3 -0.1 -0.9
H 3.896647 1.919969 6.028995 0.0 0.0 -0.3
H 3.427367 0.356909 6.718645 0.0 0.2 0.1
H 2.213477 1.644439 6.541975 0.0 0.2 0.1
H 1.483957 2.041999 3.911475 -0.2 0.2 1.2
H 2.039997 0.778569 3.020805 0.7 0.0 -0.4
H 4.421187 1.876449 3.895035 0.7 -0.6 -0.8
H 3.498877 3.195279 4.117445 -0.4 0.9 -0.6
H 4.862027 3.075199 0.608395 -0.3 0.6 -0.3
H 5.455477 3.646439 2.151485 0.3 -0.9 0.5
H 3.094937 4.760119 1.055795 -0.7 1.3 0.1
H 4.725607 5.527239 0.903445 -0.1 0.4 -0.1
H 2.568007 6.951339 2.992375 -0.2 0.1 0.2
H 4.137127 7.411989 2.369265 0.3 0.7 0.5
H 3.935807 6.950299 4.169965 0.0 0.7 -0.2
C -0.922283 2.659619 -3.274835 -1.0 0.6 0.2
C -0.899423 1.353839 -4.008745 0.7 -0.6 2.0
O -0.259513 1.649149 -5.182515 1.4 -0.2 -4.4
C 0.146027 0.713139 -6.063895 0.0 -1.1 0.3
O -0.014113 -0.497601 -5.964055 0.1 2.0 0.2
C 0.909537 1.283739 -7.380665 0.3 -0.1 2.9
F 2.165767 0.804449 -7.457925 0.0 0.8 0.8
F 0.321797 0.750999 -8.397255 -1.4 0.4 -1.6
F 0.898437 2.632359 -7.334175 0.1 -1.2 -0.7
H -1.351663 2.468429 -2.291375 0.3 0.4 0.2
H -1.559893 3.368649 -3.802885 -0.5 -0.2 0.0
H 0.015807 3.214639 -3.280035 0.3 -0.7 0.5
H -1.888023 0.903219 -4.096565 -0.1 0.1 -0.5
H -0.248063 0.640099 -3.504375 -0.2 -0.2 0.5
C 2.991837 -0.180691 -2.361275 0.7 -0.3 0.4
C 3.740477 0.260989 -3.618695 -0.1 -0.4 0.3
O 3.834107 1.694749 -3.823265 -0.9 1.1 -0.6
C 4.524667 2.530129 -3.050105 2.2 -2.5 2.5
O 5.268217 2.171729 -2.139315 -1.5 0.7 -1.7
C 4.418257 4.029729 -3.354125 1.5 1.2 -1.4
F 4.741867 4.809899 -2.340625 -0.1 -0.5 1.0
F 5.275617 4.428329 -4.346885 0.0 -1.1 0.2
F 3.241147 4.366769 -3.772375 -2.1 0.1 -0.4
H 3.041677 -1.268381 -2.310935 0.3 -0.2 -0.2
H 1.917287 0.002189 -2.361715 0.1 0.6 -0.3
H 3.405737 0.127649 -1.401215 0.0 0.4 -0.2
H 3.148617 -0.180481 -4.420505 -0.1 0.9 -0.5
H 4.719517 -0.175001 -3.817425 0.2 0.1 0.8
```
Positions in Å, forces in eV/Å.